Entry 1:
{
  "formula": "C3H6O2P",
  "method": "wB97M-V/def2-TZVPD",
  "total_charge": -1,
  "energy_ha": -609.76195,
  "gap_ev": 8.87,
  "species": ["C", "C", "C", "O", "O", "P", "H", "H", "H", "H", "H", "H"],
  "xyz": [[-1.748672, 0.536989, 2.731905], [-0.767967, -0.018880, 2.302378], [-0.184314, -0.300801, -1.683643], [2.289605, -1.043208, -1.424791], [1.194251, -0.036880, 0.699501], [1.446788, -0.038679, -0.793644], [-2.694424, 1.021971, 2.980753], [-0.000540, -0.876884, -2.636505], [0.170763, -0.181000, 1.881527], [-0.901004, -0.980261, -1.117306], [-0.580488, 0.670413, -1.800270], [1.776001, 1.247220, -1.139904]],
  "atomic_forces_ev_per_a": [[-1.09, 0.15, 0.01], [-2.34, 1.25, 1.69], [0.30, -2.17, 0.44], [2.37, -1.31, -0.90], [1.17, 0.36, -1.11], [-2.95, -1.17, 1.27], [0.92, -0.54, -0.09], [-0.04, 1.11, 0.73], [1.46, -0.86, -0.82], [0.90, 1.11, -0.25], [-1.04, 1.01, -0.56], [0.34, 1.06, -0.40]]
}

=====

Entry 2:
{
  "formula": "C3H6O2P2",
  "method": "wB97M-V/def2-TZVPD",
  "energy_ha": -950.91536,
  "gap_ev": 7.77,
  "species": ["C", "C", "C", "O", "O", "P", "P", "H", "H", "H", "H", "H", "H"],
  "xyz": [[-0.216982, 0.281438, -0.620005], [-2.040528, -0.789615, 1.199001], [1.855497, 1.427511, -1.191107], [-1.067612, 1.017512, -0.999189], [1.132608, 0.289240, -0.811371], [-2.372921, -1.424449, 2.715573], [-0.427744, -1.128329, 0.575390], [2.834777, 1.034543, -1.632370], [2.059753, 2.220362, -0.460211], [1.324312, 1.814484, -2.143816], [-3.755877, -1.230939, 2.761772], [-0.412913, -2.358351, -0.182885], [1.087631, -1.153407, 0.789217]],
  "atomic_forces_ev_per_a": [[0.62, -0.46, 0.25], [0.67, -1.20, 0.78], [0.68, 0.48, -4.31], [0.68, 0.27, -0.23], [-0.31, 0.15, 0.78], [0.75, 0.11, -0.15], [0.52, -0.42, -0.88], [-1.16, 0.54, 1.01], [-0.52, -0.55, 0.12], [0.81, 0.14, 1.69], [-0.63, 0.26, -0.14], [-0.35, 0.84, 0.28], [-1.75, -0.15, 0.80]]
}

=====

Entry 3:
{
  "formula": "C3H6O2PS",
  "method": "wB97M-V/def2-TZVPD",
  "total_charge": -1,
  "energy_ha": -1008.00457,
  "gap_ev": 7.75,
  "species": ["C", "C", "C", "O", "O", "P", "S", "H", "H", "H", "H", "H", "H"],
  "xyz": [[-0.950213, -0.018771, -0.266482], [-0.007760, -0.447673, 0.550646], [-2.419226, -0.255045, -0.380802], [2.002330, 0.758167, -1.414126], [2.253315, 1.325081, 1.032146], [2.060713, 0.178337, -0.085056], [3.550240, -1.162539, 0.019536], [-0.683361, 0.646151, -1.030149], [-0.186875, -1.263243, 1.246639], [-2.899266, -1.255592, -0.353667], [-2.808511, 0.284793, -1.158545], [-3.035224, 0.215144, 0.465541], [3.123841, 0.995191, 1.374321]],
  "atomic_forces_ev_per_a": [[-0.39, -0.50, 0.34], [2.69, -0.04, -1.34], [-1.68, -0.85, 3.83], [-1.19, 1.09, -1.83], [1.38, -0.55, 0.98], [-1.90, -2.00, 0.95], [-0.64, 0.03, 0.93], [0.93, 1.08, -0.99], [0.18, 0.21, 0.32], [0.98, 0.08, -0.38], [-0.81, 0.99, -2.48], [1.12, -0.31, -0.49], [-0.68, 0.78, 0.17]]
}

=====

Entry 4:
{
  "formula": "C3H6O2S",
  "method": "wB97M-V/def2-TZVPD",
  "energy_ha": -666.57864,
  "gap_ev": 10.26,
  "species": ["C", "C", "C", "H", "H", "H", "H", "H", "H", "O", "O", "S"],
  "xyz": [[0.075739, 1.888143, 1.625732], [0.086447, 0.045687, 0.165278], [-0.037638, -1.964898, -1.654198], [0.575868, 2.209708, 2.546566], [0.280541, 2.567917, 0.797908], [-1.033884, 1.794095, 1.694293], [0.215617, -1.221317, -2.434740], [0.301292, -2.971205, -1.924660], [-1.123716, -1.935428, -1.471990], [0.555394, 0.546879, 1.313326], [-0.668896, 0.614400, -0.606645], [0.773236, -1.573982, -0.050871]],
  "atomic_forces_ev_per_a": [[-0.93, -0.63, -0.36], [-0.56, 0.45, -0.81], [-0.18, 0.44, 0.34], [-0.31, -0.28, -0.31], [0.18, -0.08, 0.09], [0.84, 0.41, 0.36], [0.00, -0.50, 0.55], [-0.15, 0.30, 0.01], [0.48, -0.17, -0.27], [0.02, 0.64, 0.03], [0.93, -0.70, 1.06], [-0.30, 0.11, -0.70]]
}

=====

Repeat the second record exactly.
{
  "formula": "C3H6O2P2",
  "method": "wB97M-V/def2-TZVPD",
  "energy_ha": -950.91536,
  "gap_ev": 7.77,
  "species": ["C", "C", "C", "O", "O", "P", "P", "H", "H", "H", "H", "H", "H"],
  "xyz": [[-0.216982, 0.281438, -0.620005], [-2.040528, -0.789615, 1.199001], [1.855497, 1.427511, -1.191107], [-1.067612, 1.017512, -0.999189], [1.132608, 0.289240, -0.811371], [-2.372921, -1.424449, 2.715573], [-0.427744, -1.128329, 0.575390], [2.834777, 1.034543, -1.632370], [2.059753, 2.220362, -0.460211], [1.324312, 1.814484, -2.143816], [-3.755877, -1.230939, 2.761772], [-0.412913, -2.358351, -0.182885], [1.087631, -1.153407, 0.789217]],
  "atomic_forces_ev_per_a": [[0.62, -0.46, 0.25], [0.67, -1.20, 0.78], [0.68, 0.48, -4.31], [0.68, 0.27, -0.23], [-0.31, 0.15, 0.78], [0.75, 0.11, -0.15], [0.52, -0.42, -0.88], [-1.16, 0.54, 1.01], [-0.52, -0.55, 0.12], [0.81, 0.14, 1.69], [-0.63, 0.26, -0.14], [-0.35, 0.84, 0.28], [-1.75, -0.15, 0.80]]
}